(1)
Molecular formula: H5NOSSi
Method: DFT, the ωB97M-V functional and the def2-TZVPD basis

Computed properties:
Charge = 0
Multiplicity = 1
Energy above the lowest of the compared OMol25 structures with the same formula, charge and spin = 69.7 kcal/mol
HOMO level = -8.79 eV
F_max = 5.637 eV/A
Lowest unoccupied orbital energy = 0.06 eV
M = 95.199 g/mol

```
9
Properties=species:S:1:pos:R:3:forces:R:3:nbo_charge:R:1
N 1.64468 0.01650 -0.31108 -3.4419 -2.3790 -0.3932 -1.139
O -0.78111 -1.54880 1.21995 -2.2222 1.1725 -1.9365 -1.081
Si -0.82320 -0.49406 -0.07977 4.8292 1.4093 2.5427 1.543
S -1.43003 1.45264 0.47916 -2.0259 -0.8279 1.4558 -0.447
H 1.40870 0.16933 -1.28368 0.5617 0.0837 -0.5935 0.319
H 1.85711 0.92275 0.03749 -0.3027 1.1142 0.6509 0.333
H 0.09878 -1.75779 1.44158 1.8456 -0.3961 0.5645 0.517
H -1.33835 -0.94961 -1.29823 -0.5441 -0.7619 -1.1306 -0.209
H -0.63658 2.18904 -0.20543 1.3003 0.5852 -1.1601 0.165
```
Forces are in eV/Å.



(2)
Molecular formula: C13H21BN6OPb
Method: DFT, the ωB97M-V functional and the def2-TZVPD basis

Computed properties:
Charge = +2
Multiplicity = 1
HOMO level (alpha / beta) = -15.90 / -15.63 eV
F_max = 3.418 eV/A
Lowest unoccupied orbital energy (alpha / beta) = -11.84 / -12.24 eV
M = 495.364 g/mol

```
43
Properties=species:S:1:pos:R:3:forces:R:3:mulliken_charge:R:1
H 0.66837 3.16180 0.70758 -0.0317 -0.1895 -1.1703 0.406
N 0.24580 1.64063 -0.72756 -0.1806 -1.0634 0.4958 -0.046
B -0.13611 0.17917 -2.79172 -0.3310 0.2073 0.0821 -0.163
N 0.23701 1.53673 -2.08683 0.0162 0.0164 0.5157 0.102
C 0.60604 2.74049 -2.59619 -0.3735 -0.9326 0.8144 0.042
Pb -0.21704 -0.22455 0.57417 0.5669 2.3433 -2.4234 1.425
H 0.65259 2.82873 -3.66689 0.1115 0.3178 -0.0547 0.497
C 0.83851 3.60594 -1.53623 -0.2027 -0.7570 0.1120 -1.213
H 1.13495 4.61061 -1.59954 0.2973 1.0189 -0.0707 0.451
C 0.60185 2.87768 -0.36601 0.0629 0.1536 0.0150 -0.066
H -0.08093 0.31037 -3.97002 0.0475 -0.0263 -0.0442 -0.011
C -0.88053 -2.03289 1.59392 -0.5694 -1.6728 1.1185 -0.797
H -0.79821 -1.71573 2.64200 -0.1744 -0.4860 -0.4855 0.206
H -0.09102 -2.73811 1.24724 -0.6538 0.5471 0.2319 0.422
H -1.90271 -2.21148 1.20634 0.7403 0.1474 0.2200 0.377
N -1.60514 -0.22236 -2.37362 -0.5299 -0.1456 0.0036 0.151
N 0.84718 -0.94113 -2.32037 0.2535 -0.1089 0.4480 0.179
N -1.92275 -0.41332 -1.06351 0.5879 0.1277 0.5128 0.005
N 0.97078 -1.25479 -0.99088 0.0466 -0.0924 -0.0039 -0.115
C -2.72868 -0.41333 -3.11119 1.3865 0.2781 0.7014 0.045
C 1.72105 -1.71377 -3.01807 -0.7929 0.5809 1.0622 0.024
H -2.64664 -0.29272 -4.17625 -0.3451 -0.0667 -0.1449 0.495
H 1.76150 -1.58455 -4.09038 0.1644 -0.1930 0.0967 0.487
C -3.76425 -0.73234 -2.24444 0.4115 0.0425 0.5836 -1.194
C 2.39185 -2.53615 -2.11711 -0.4968 0.4491 0.2199 -1.206
C -3.21997 -0.72454 -0.95655 -0.0239 -0.0606 -0.2158 -0.231
C 1.89262 -2.22327 -0.85119 0.0919 -0.0059 -0.0184 -0.055
H -4.75963 -0.93916 -2.50334 -1.0316 -0.1976 -0.3019 0.464
H 3.13331 -3.25420 -2.34976 0.4922 -0.4833 -0.1243 0.457
H -3.68394 -0.92359 0.03538 0.3571 0.2276 -1.0688 0.448
H 2.14029 -2.62409 0.15086 -0.0707 0.3092 -0.9162 0.469
H -1.41809 0.79067 1.61488 0.2859 -0.5191 -0.0182 0.174
C -0.35625 0.50900 3.92143 -0.0706 0.4166 -0.0246 -1.538
C 0.96739 0.75715 3.20703 0.8824 -0.9065 0.6502 0.924
C 2.07293 0.30680 4.11025 0.7889 0.2683 0.8447 -1.475
O 1.30545 0.09045 2.02341 -1.3834 -0.1435 -1.6628 -0.651
H -0.46605 -0.52367 4.23742 -0.0190 -0.2057 -0.1188 0.428
H -1.28099 0.82716 3.42269 -0.2785 0.0433 -0.1194 0.362
H -0.31754 1.10948 4.84206 -0.0536 -0.0531 -0.3455 0.442
H 1.04931 1.81162 2.96998 0.0829 0.6510 0.0985 0.111
H 1.99218 -0.77144 4.26731 -0.0550 0.0910 0.0787 0.349
H 3.05647 0.50150 3.67093 -0.2541 0.0825 0.0964 0.365
H 1.98902 0.81523 5.06274 0.2479 -0.0102 0.3303 0.451
```
Forces are in eV/Å.



(3)
Molecular formula: C25H10Cl10CrIN4O2Se
Method: DFT, the ωB97M-V functional and the def2-TZVPD basis

Computed properties:
<S²> = 3.8159
Charge = 0
Multiplicity = 4
Energy above the lowest of the compared OMol25 structures with the same formula, charge and spin = 0.0 kcal/mol
HOMO level (alpha / beta) = -8.43 / -8.59 eV
F_max = 0.671 eV/A
Lowest unoccupied orbital energy (alpha / beta) = -1.59 / -1.70 eV
M = 1010.771 g/mol

```
54
Properties=species:S:1:pos:R:3:forces:R:3:nbo_charge:R:1
Cr -0.10008 -0.50728 -0.16719 0.3713 -0.0579 -0.5560 1.262
Cl -5.06894 3.26504 -3.52823 0.0129 -0.0393 0.0161 0.063
C -4.06880 2.01398 -2.90091 -0.0281 0.0021 -0.0449 -0.118
C -3.50407 2.13750 -1.63583 0.0092 -0.0061 0.0538 -0.049
Cl -3.79457 3.52961 -0.67194 -0.0112 0.0003 -0.0097 0.069
C -2.69058 1.12446 -1.15396 0.0794 0.1078 0.0553 -0.169
Cl -1.95809 1.22569 0.42265 -0.2960 0.1226 -0.0653 0.132
C -2.38439 -0.02420 -1.89047 0.1761 -0.1888 0.1008 0.375
O -1.57137 -0.95042 -1.43374 -0.0781 0.2033 0.0930 -0.807
C -2.97767 -0.13353 -3.15654 -0.0137 0.0195 -0.1029 -0.145
Cl -2.59851 -1.53269 -4.08596 -0.0095 0.0220 -0.0022 0.056
C -3.80442 0.86765 -3.65463 0.0155 -0.0333 -0.0014 -0.054
Cl -4.49100 0.70054 -5.22008 0.0013 0.0063 0.0097 0.071
Cl 1.98956 3.49450 5.95925 -0.0081 -0.0352 -0.0548 0.055
C 1.71980 2.54493 4.54764 -0.0155 0.0175 0.0500 -0.120
C 0.58439 1.75262 4.43350 -0.0641 -0.0290 0.0033 -0.059
Cl -0.56542 1.72349 5.71369 0.0049 -0.0054 -0.0109 0.059
C 0.36984 0.98570 3.29134 -0.1498 0.0375 0.1677 -0.151
Cl -1.05972 0.02099 3.17461 0.1045 -0.0567 0.1758 0.052
C 1.27282 0.97102 2.21680 -0.0036 -0.0987 -0.2177 0.377
O 1.11356 0.25153 1.13667 0.0094 -0.0328 0.1747 -0.817
C 2.41184 1.78964 2.36037 0.1915 0.0689 0.0271 -0.149
Cl 3.56845 1.79972 1.08117 -0.0888 -0.0343 -0.0315 0.051
C 2.63393 2.55622 3.49813 0.0543 0.0029 -0.0669 -0.050
Cl 4.05002 3.52676 3.61573 -0.0241 -0.0101 -0.0006 0.060
N 2.20382 4.50515 -5.18898 -0.0177 -0.0293 0.0367 -0.251
C 1.82550 3.74984 -4.41153 -0.0578 -0.0867 0.1039 0.255
C 1.34789 2.79491 -3.43731 0.0583 0.1023 -0.2140 -0.097
C 1.36906 3.09507 -2.08555 0.0289 0.0953 0.0953 -0.151
C 0.91455 2.14320 -1.19399 0.0144 0.0090 0.0632 0.072
N 0.45918 0.94928 -1.57892 0.1412 0.2805 -0.1660 -0.489
C 0.43193 0.67009 -2.88858 -0.0110 -0.0184 0.0255 0.077
C 0.86219 1.56067 -3.84921 -0.0125 -0.0663 -0.0447 -0.197
H 1.73557 4.04638 -1.72666 -0.0011 -0.0316 -0.0018 0.241
H 0.92057 2.33589 -0.13227 0.0203 -0.0119 0.0401 0.226
H 0.04894 -0.30217 -3.16665 -0.0037 -0.0196 0.0247 0.234
H 0.82702 1.29111 -4.89482 0.0036 0.0084 0.0127 0.247
I 3.22658 -1.13653 -1.40884 -0.0916 0.0192 0.0203 0.084
C 1.22671 -1.82271 -1.06621 0.0061 0.0561 -0.0586 -0.871
H 1.37093 -2.74413 -0.50690 -0.0767 0.0493 0.0349 0.199
H 0.85125 -2.09189 -2.05447 -0.0787 0.0378 0.0488 0.199
Se -2.47519 -2.66959 0.55394 -0.0721 0.0224 -0.2877 1.100
N -0.80831 -2.10381 0.88714 -0.2679 -0.5038 0.0521 -0.727
C -0.19161 -3.05302 1.57615 0.1192 0.1918 0.2043 0.223
C 1.14896 -2.97133 2.05912 -0.0026 -0.0091 -0.0201 -0.239
C 1.64967 -4.04166 2.71920 0.0049 -0.1007 0.0716 -0.167
C 0.87581 -5.23326 2.94585 0.0671 0.0409 -0.0071 -0.188
C -0.40572 -5.33463 2.52735 -0.0284 0.0245 0.0125 -0.193
C -0.98592 -4.22476 1.83410 -0.0631 -0.0728 0.0029 0.070
N -2.22854 -4.19033 1.37836 0.1011 -0.0285 0.2451 -0.585
H 1.72668 -2.07181 1.89040 -0.0195 0.0041 -0.0309 0.246
H 2.66377 -3.99943 3.09622 -0.0155 -0.0412 -0.0085 0.227
H 1.33414 -6.06427 3.46630 0.0227 0.0492 0.0131 0.224
H -1.00202 -6.21974 2.70470 -0.0078 0.0460 -0.0308 0.235
```
Forces are in eV/Å.



(4)
Molecular formula: C4H3NO4S2
Method: DFT, the ωB97M-V functional and the def2-TZVPD basis

Computed properties:
Charge = 0
Multiplicity = 1
Energy above the lowest of the compared OMol25 structures with the same formula, charge and spin = 0.0 kcal/mol
HOMO level = -8.73 eV
F_max = 5.407 eV/A
Lowest unoccupied orbital energy = -1.39 eV
M = 193.205 g/mol

```
14
Properties=species:S:1:pos:R:3:forces:R:3:nbo_charge:R:1
C 0.15173 0.39120 -1.63254 -2.1781 0.2673 4.9415 -0.217
C -0.34630 -0.88770 -1.32308 0.7404 0.6072 1.7433 -0.312
C 0.00392 1.29465 -0.60234 -1.0473 -2.7163 -0.4405 -0.401
C -0.65743 -0.95943 0.02851 -1.0755 -1.2723 -2.1710 0.049
N -0.92455 -3.24234 0.08188 0.0932 -1.8199 -0.5428 0.370
O -1.17778 -2.02602 0.73497 -0.5596 -0.5221 0.7348 -0.368
O -1.39675 -4.20181 0.59104 0.4423 2.4180 -0.1042 -0.248
O 2.25761 1.60410 2.30233 0.3162 -0.3117 -0.0901 -0.809
O 0.86375 3.50402 1.51682 0.8560 -1.1613 1.7032 -0.835
S -0.80470 0.54566 0.74420 1.0868 1.1928 0.3463 0.440
S 1.42452 2.71095 2.61624 -1.1028 1.5173 -1.5224 1.646
H 0.57280 0.63540 -2.48229 2.0374 1.1268 -4.2428 0.209
H -0.31282 -1.62642 -2.06249 -0.1126 -1.3894 -0.4248 0.236
H 0.34601 2.25776 -0.51325 0.5036 2.0635 0.0694 0.239
```
Forces are in eV/Å.



(5)
Molecular formula: C11H18N9PbS
Method: DFT, the ωB97M-V functional and the def2-TZVPD basis

Computed properties:
Charge = +1
Multiplicity = 1
Energy above the lowest of the compared OMol25 structures with the same formula, charge and spin = 3.3 kcal/mol
HOMO level = -11.60 eV
F_max = 3.015 eV/A
Lowest unoccupied orbital energy = -3.00 eV
M = 515.595 g/mol

```
40
Properties=species:S:1:pos:R:3:forces:R:3:nbo_charge:R:1
Pb 0.09035 0.51924 -0.24048 0.2952 -0.0985 -0.1022 1.460
N 0.50486 1.50536 -2.82489 2.3670 -0.4907 -0.6588 -0.876
C -0.52844 2.46508 -3.06780 -1.7736 0.7480 1.6058 -0.231
C -1.91976 1.89924 -2.65914 -0.1678 -0.4030 -0.9956 -0.234
N -2.05078 1.53653 -1.25333 0.7292 -1.3737 -0.1110 -0.709
C -2.68645 2.33715 -0.23859 -0.7520 -1.0601 -0.2532 -0.238
C -3.12834 1.35686 0.80659 -0.0958 -1.1741 1.5031 -0.229
N -1.94715 0.82441 1.57071 -0.0231 0.6751 -1.6436 -0.876
H 1.41099 1.95416 -3.09893 -0.8143 -0.4736 0.7500 0.391
H 0.48867 0.71493 -3.48660 -0.5501 0.2007 0.2971 0.398
H -0.59103 2.82934 -4.07453 0.0016 0.0920 -0.7098 0.208
H -0.34769 3.36475 -2.41512 -0.0356 -0.7415 -0.5588 0.191
H -2.18082 0.95463 -3.23592 0.5326 1.2123 0.4034 0.225
H -2.66295 2.65439 -2.92259 -0.1242 -0.0296 -0.0660 0.210
H -2.43786 0.58987 -1.16574 0.1137 0.5443 -0.5553 0.418
H -3.53016 2.91445 -0.54280 -0.8231 0.3214 -0.7605 0.210
H -2.01423 3.02637 0.16788 1.2240 1.2013 0.8193 0.193
H -3.62960 0.45262 0.38246 0.4182 0.7590 -0.0751 0.212
H -3.89099 1.76684 1.46376 0.1213 0.3131 0.2302 0.218
H -2.09001 -0.09814 1.88951 -0.3571 -1.0929 0.5111 0.392
H -1.62568 1.38328 2.33614 -0.1574 0.4817 0.3499 0.385
N 2.87027 -3.55575 -0.65766 0.0623 0.7116 0.6023 -0.328
C 2.28145 -2.44828 -1.13330 0.2994 -1.6405 -0.4724 0.215
N 2.01788 -1.63639 -0.18224 0.0062 1.2974 1.2140 -0.516
C 2.55806 -2.25606 0.92456 -1.0357 0.7152 -1.1208 0.256
N 3.04707 -3.43332 0.66016 0.4877 -0.1853 0.6912 -0.223
C 2.39790 -1.65009 2.21752 -0.2396 1.3892 1.6445 0.095
C 3.04963 -2.18092 3.32058 0.0811 -1.1053 1.4494 0.029
N 2.69786 -1.87229 4.60070 0.8696 0.1355 -1.5846 -0.329
C 1.85204 -0.86922 4.71415 0.2074 0.1600 2.4836 -0.007
C 1.34513 -0.20848 3.63335 -1.7781 1.9159 -1.5028 0.000
N 1.56957 -0.55481 2.37224 0.6998 -1.9688 -0.1264 -0.403
H 3.26329 -4.35319 -1.09239 0.1191 -0.5998 -0.6957 0.432
H 2.01058 -2.34130 -2.12983 -0.3773 0.1789 -1.6535 0.225
H 3.83947 -2.96301 3.23141 -0.8788 0.6538 -0.1473 0.233
H 1.62718 -0.51934 5.76090 -0.0002 -0.5224 -1.2364 0.219
H 0.61327 0.65033 3.73181 1.1287 -0.9571 0.2449 0.191
S -0.36767 -2.03576 -3.78611 0.0327 0.2753 -0.2741 -0.132
C -0.80279 -1.49948 -2.34391 0.1519 -0.7623 -0.0597 0.131
N -1.10312 -1.22399 -1.23253 0.0348 0.6974 0.5638 -0.805
```
Forces are in eV/Å.